A molecular structure, C35H39Br3N10O3PYb. Source: the Open Molecules 2025 dataset; level of theory: ωB97M-V with the def2-TZVPD basis set.

Summary:
Spin multiplicity: 2
Net charge: +2
Energy relative to the best compared isomer or geometry (same formula, charge and spin), kcal per mole: 25.8

```
92
Properties=species:S:1:pos:R:3:forces:R:3
Yb -0.218 -0.668 -0.370 -2.4 -1.3 -1.0
Br 2.252 -2.263 -5.609 -0.3 0.1 0.1
Br 5.347 -4.147 1.847 -0.2 0.2 -0.2
Br 4.118 1.120 0.121 0.3 0.1 0.3
P -2.996 -0.489 -0.067 -1.6 0.2 0.2
O 1.561 2.054 2.065 -0.2 0.1 -0.1
O 1.678 -0.230 -0.921 0.9 0.8 -0.9
O 2.091 -0.575 2.493 -0.5 -0.1 0.4
N 0.147 0.285 1.563 0.0 0.2 0.0
N -4.887 -0.124 1.948 -0.2 0.1 0.4
N -5.365 0.975 -0.141 -0.4 0.3 -0.1
N 0.905 -2.808 -0.770 0.1 -0.4 -0.1
N -5.618 -1.418 0.050 -0.4 -0.3 0.0
N -0.557 -0.976 -2.895 -0.1 0.1 0.0
N -0.716 -2.326 1.533 0.2 0.5 0.3
N 1.897 2.329 -2.565 0.1 0.0 0.1
N -0.553 1.749 -0.690 0.1 0.1 0.4
N 4.949 2.240 -2.984 0.2 0.1 0.4
C -4.022 0.991 -0.646 0.6 0.0 -0.2
C -5.657 -1.270 1.496 0.0 -0.1 0.0
C 0.143 -1.913 2.478 0.0 -0.3 0.3
C 2.466 -1.078 -0.317 1.7 -0.9 0.3
C 2.110 -2.465 -0.226 0.4 0.1 0.1
C 2.551 -4.758 0.362 -0.3 0.0 -0.1
C 4.540 -1.618 0.857 0.1 -0.5 0.2
C 2.971 -3.410 0.386 0.0 0.4 0.0
C -1.081 2.514 -1.651 -0.1 -0.1 -0.2
C 3.959 1.532 -3.842 -0.9 -0.1 -0.4
C -0.758 4.524 -0.401 0.0 -0.3 -0.1
C 0.659 1.550 1.438 0.1 0.8 0.2
C 4.182 -2.943 0.949 0.3 0.0 0.1
C -4.317 -1.793 -0.425 0.5 -0.1 -0.2
C -1.291 -4.165 2.960 0.1 0.1 0.0
C -1.406 -3.442 1.786 -0.2 -0.1 -0.2
C 0.914 -0.645 2.199 0.7 -0.3 1.1
C 0.557 -1.367 -3.512 0.5 -0.2 -0.3
C 0.567 -4.086 -0.819 -0.1 0.5 -0.1
C -0.073 2.377 0.397 0.2 0.4 0.1
C -0.572 -1.708 -5.601 0.2 0.0 0.2
C -0.702 -4.438 -1.529 0.0 0.1 0.1
C 1.378 -5.092 -0.257 0.3 0.1 0.1
C -6.106 -0.199 -0.572 -0.1 0.0 0.0
C -1.208 3.888 -1.548 0.0 -0.1 0.1
C 0.352 -2.593 3.671 -0.1 -0.1 -0.2
C 2.594 2.256 -3.821 0.2 -0.1 0.0
C -0.394 -3.732 3.926 0.0 0.2 -0.2
C 3.691 -0.719 0.228 -0.7 0.0 -0.7
C -1.727 -1.280 -4.967 0.1 0.0 0.1
C -3.473 -0.287 1.747 0.6 -0.1 0.1
C -5.409 1.070 1.310 0.0 0.1 0.0
C -1.674 -0.924 -3.628 -0.3 0.0 0.0
C 0.595 -1.737 -4.850 0.0 0.0 0.0
C -0.153 3.753 0.578 0.0 -0.2 -0.1
H 2.738 3.277 -4.188 0.0 0.0 -0.2
H -0.866 5.592 -0.280 0.0 0.0 0.0
H -1.212 -5.257 -1.029 -0.1 0.0 0.0
H -6.450 1.198 1.614 0.0 0.0 0.0
H -3.522 1.904 -0.297 0.0 -0.1 -0.1
H -0.571 -2.007 -6.638 0.0 0.0 -0.1
H -1.648 4.451 -2.355 -0.1 0.0 -0.1
H -3.136 -1.176 2.290 0.1 0.1 0.0
H -4.836 1.940 1.635 0.0 0.0 0.0
H 1.057 -6.119 -0.317 0.0 -0.1 0.0
H 2.362 2.924 -1.891 -0.1 0.0 0.1
H -1.894 -5.043 3.120 -0.1 -0.1 -0.1
H 4.726 2.061 -1.976 0.1 0.0 -0.4
H -2.090 -3.762 1.010 0.0 -0.1 0.0
H -2.943 0.586 2.146 0.0 -0.2 0.0
H -1.414 1.993 -2.542 0.0 0.0 0.0
H -2.566 -0.585 -3.114 0.0 0.0 0.0
H -4.021 -2.725 0.070 0.0 0.0 -0.2
H -2.656 -1.226 -5.513 -0.1 0.0 0.0
H -4.057 1.014 -1.742 0.1 0.0 0.1
H 4.919 3.251 -3.156 0.1 -0.2 0.0
H 1.951 1.734 -4.535 0.2 0.1 -0.1
H -4.373 -1.974 -1.505 0.1 -0.1 0.1
H -6.035 -0.293 -1.659 0.0 0.0 0.0
H -5.272 -2.179 1.964 0.0 0.0 0.0
H -6.698 -1.128 1.797 0.1 0.0 0.0
H 3.173 -5.511 0.823 0.0 -0.1 0.0
H 5.473 -1.276 1.275 0.1 0.0 0.1
H 1.467 -1.393 -2.926 -0.1 0.0 0.0
H -0.282 -4.264 4.856 0.0 -0.1 0.1
H -0.458 -4.773 -2.538 -0.1 0.0 -0.1
H 4.326 1.492 -4.868 0.2 0.1 0.1
H -7.154 -0.066 -0.299 0.0 0.0 0.0
H 1.734 1.422 -2.138 0.2 0.1 0.0
H 0.268 4.188 1.474 0.0 -0.1 0.0
H 5.903 1.906 -3.154 -0.2 0.1 0.1
H 1.075 -2.220 4.378 0.1 0.1 0.0
H 3.858 0.514 -3.468 0.1 0.0 0.1
H -1.364 -3.571 -1.603 0.0 -0.1 0.0
```
Forces are in eV/Å.



A molecular structure, C35H39Cl6N7O5V. Source: the Open Molecules 2025 dataset; level of theory: ωB97M-V with the def2-TZVPD basis set.

Summary:
Spin multiplicity: 3
Net charge: -1

```
93
Properties=species:S:1:pos:R:3:forces:R:3
V 3.152 0.170 -0.702 -0.5 -2.0 -0.1
Cl -3.169 4.637 -0.539 0.7 0.3 -0.1
Cl 1.213 0.568 6.601 -0.1 -0.3 -1.5
Cl 0.305 2.131 4.302 -0.3 -0.1 0.0
Cl 2.867 0.876 4.125 -0.8 -0.5 0.4
Cl -1.580 3.715 1.734 0.3 0.3 -0.6
Cl -0.227 3.930 -0.942 -1.1 0.3 0.5
O -0.515 0.500 -0.085 -2.2 0.9 -0.9
O 1.403 0.131 0.643 2.4 0.5 0.6
O 4.435 0.515 -1.605 1.8 0.3 -1.0
O 2.421 -1.714 -1.475 -0.4 0.1 0.3
O -0.234 -0.611 1.717 -1.6 -1.3 2.5
N 4.437 -0.918 0.844 1.8 -1.1 1.8
N -3.901 -3.115 -0.230 0.2 -1.1 1.1
N -3.537 1.851 -4.380 0.9 -1.6 0.8
N 2.123 1.551 -2.148 -1.2 1.8 -2.5
N -5.030 1.607 0.813 -0.4 -0.6 -0.5
N 0.183 0.016 0.786 1.2 0.2 -1.8
N 3.861 2.211 0.469 1.0 1.5 2.5
C 2.131 3.429 -3.783 1.4 -1.3 2.0
C 3.889 -1.618 1.870 -0.8 0.6 -0.7
C -4.778 -4.479 1.555 -0.7 -0.1 -1.2
C -2.620 -3.467 1.868 -0.8 0.2 -2.8
C -4.874 -3.920 0.280 1.6 0.7 0.4
C -3.072 0.756 -5.074 -1.0 1.2 0.6
C 1.179 0.680 4.741 1.0 0.8 0.6
C 0.327 -2.769 -2.308 0.5 -1.2 0.2
C 0.354 1.779 -3.856 1.7 1.6 0.4
C -3.513 1.764 -3.014 0.0 -0.7 -0.8
C 5.142 3.540 2.128 0.5 -1.7 -1.6
C 2.829 3.049 0.741 0.8 -1.1 0.7
C -2.684 -0.443 -4.504 -0.1 1.5 0.7
C 5.818 -0.967 0.817 -1.1 -0.2 -0.5
C -2.629 -0.423 -3.114 0.0 -0.9 0.9
C 2.866 4.071 1.691 0.5 0.0 -1.4
C 0.947 1.151 -2.738 0.3 0.3 -1.0
C 2.701 2.677 -2.724 -1.2 -0.8 0.4
C 5.933 -2.431 2.721 -0.4 -0.4 -0.7
C 4.076 4.390 2.294 -1.1 0.2 0.9
C -6.380 1.476 0.898 1.1 -2.3 1.6
C 4.548 -2.401 2.819 0.9 0.7 -0.8
C -4.796 -0.589 1.780 0.6 0.1 -0.2
C -3.670 -4.241 2.335 0.8 0.9 1.1
C -2.788 -2.968 0.528 -0.8 -0.2 0.7
C -6.967 0.279 1.436 0.5 0.9 -0.8
C -6.163 -0.768 1.885 -0.1 1.4 -0.6
C -4.240 0.555 1.158 -2.2 0.0 1.2
C 1.705 -2.900 -1.587 -0.2 1.6 1.2
C 1.523 -3.624 -0.211 -0.1 -0.1 0.3
C -1.755 3.668 -0.050 -0.5 -1.0 0.2
C -3.074 0.633 -2.294 0.8 0.2 -2.5
C 6.583 -1.723 1.693 -0.9 0.0 1.3
C 5.013 2.465 1.235 -2.3 0.4 -1.5
C 1.006 2.932 -4.352 -1.8 -0.2 -0.1
H 1.969 4.673 1.697 0.0 0.3 0.6
H -2.326 -1.262 -5.110 0.0 -0.1 0.1
H -3.032 0.874 -6.146 -0.1 0.1 -0.2
H 0.476 0.235 -2.412 0.3 0.0 0.7
H -1.694 -3.245 2.377 -0.1 0.0 0.2
H -5.735 -4.108 -0.344 -0.1 0.1 -0.1
H 3.631 3.037 -2.310 0.1 -0.4 0.4
H -7.023 2.316 0.681 0.2 0.2 -0.3
H 0.701 -0.178 4.268 0.2 0.0 0.3
H 1.888 2.821 0.264 0.0 0.0 -0.3
H 0.546 3.555 -5.106 -0.3 -0.3 -0.4
H -2.089 2.648 -0.243 0.5 0.1 -0.1
H 2.594 4.369 -4.046 0.0 -0.1 -0.3
H 6.284 -0.430 0.004 -0.2 0.2 -0.1
H 2.258 -3.616 -2.196 0.3 -0.3 -0.4
H -3.167 0.641 1.071 0.2 0.2 -0.1
H 1.159 -4.650 -0.247 -0.1 -0.3 -0.6
H -3.843 2.636 -2.470 -0.1 0.2 -0.1
H -6.599 -1.672 2.283 0.1 0.0 0.1
H 4.100 5.222 2.982 0.2 0.2 0.0
H -2.186 -1.301 -2.667 -0.1 -0.1 0.4
H -2.022 -2.356 0.076 0.2 0.1 0.1
H -5.600 -5.113 1.852 0.0 0.0 0.4
H 6.157 3.597 2.490 -0.2 0.7 0.7
H -3.641 -4.496 3.384 -0.1 -0.6 0.1
H 2.816 -1.490 1.890 -0.2 -0.2 0.1
H 0.016 -3.813 -2.349 -0.4 -0.3 -0.4
H 5.883 1.859 1.030 -0.2 -0.3 -0.1
H 2.456 -3.698 0.348 0.3 0.3 -0.2
H -0.515 -2.268 -1.830 0.5 0.5 0.4
H 0.447 -2.426 -3.336 0.1 0.2 0.0
H -4.185 -1.368 2.212 0.4 0.1 -0.3
H -0.597 1.557 -4.317 0.0 -0.7 0.3
H -8.039 0.161 1.480 -0.2 0.2 0.0
H 0.813 -3.164 0.475 -0.1 0.7 -0.1
H 6.480 -3.127 3.339 0.3 0.2 0.3
H 4.035 -2.943 3.600 -0.2 0.1 -0.1
H 7.661 -1.719 1.763 0.1 0.1 -0.7
H -2.853 0.631 -1.237 -0.4 -0.1 0.0
```
Forces are in eV/Å.



no.,largest force on an atom (eV/A),E (Ha)
1,2.93,-11352.21050
2,3.29,-5821.64195